1.
Entry from the OMol25 dataset: a structure of composition C20H60N2O11 at a distorted geometry (the ωB97M-V functional and the def2-TZVPD basis).

- E: -47201.301 eV
- LUMO energy: 0.39 eV
- Net charge: 0
- Energy relative to the best compared isomer or geometry (same formula, charge and spin): 234.7 kcal per mole

Geometry as XYZ:
```
93
C20H60N2O11 (the ωB97M-V functional and the def2-TZVPD basis)
O 12.239 14.496 10.502
O 9.642 15.746 13.206
O 12.216 18.074 11.885
O 11.733 15.393 12.448
O 15.851 15.386 8.690
O 12.370 12.830 17.043
O 10.410 15.883 10.453
O 10.973 11.414 11.908
O 14.052 16.587 15.762
O 13.678 16.132 12.835
O 10.048 17.558 12.110
N 15.139 14.204 9.077
N 13.411 12.626 16.172
C 15.562 11.355 15.607
C 14.359 11.550 16.656
C 16.970 13.462 10.790
C 14.574 11.478 9.689
C 14.086 12.155 8.356
C 15.445 13.756 10.499
C 12.607 16.586 15.477
C 14.131 12.356 13.772
C 13.732 10.178 16.981
C 15.019 12.111 17.921
C 12.913 12.563 14.727
C 14.222 14.174 6.818
C 14.956 14.869 11.533
C 12.123 12.054 11.407
C 14.539 12.543 10.808
C 11.880 11.431 14.388
C 14.988 13.308 7.952
C 12.383 13.973 14.369
C 15.114 11.239 14.146
C 16.243 12.763 7.364
H 16.062 11.420 13.640
H 11.805 12.383 10.418
H 14.919 12.071 11.714
H 14.114 16.192 13.685
H 13.488 12.791 10.951
H 12.488 17.219 12.218
H 14.666 15.081 6.408
H 12.022 14.867 11.703
H 13.228 14.415 7.193
H 11.932 16.361 16.302
H 16.998 13.526 7.172
H 17.169 13.083 11.793
H 14.803 13.214 13.755
H 15.465 13.087 17.725
H 10.318 12.054 12.193
H 10.809 15.880 11.323
H 17.434 12.783 10.075
H 11.641 14.315 15.091
H 11.268 17.996 11.772
H 13.815 12.186 12.743
H 16.171 10.492 15.875
H 15.568 11.036 9.615
H 12.978 14.922 10.068
H 13.070 12.531 8.477
H 11.864 12.018 16.975
H 13.420 9.642 16.084
H 12.499 15.916 14.624
H 9.383 14.977 13.713
H 17.584 14.350 10.640
H 15.882 11.520 18.228
H 11.233 11.196 15.233
H 12.447 17.607 15.132
H 11.470 14.970 10.187
H 14.760 10.240 13.891
H 13.904 15.068 11.331
H 9.627 18.129 12.753
H 10.531 15.551 12.911
H 11.325 11.570 13.461
H 12.410 10.513 14.134
H 16.114 12.285 15.743
H 14.206 11.338 7.644
H 14.143 16.760 12.282
H 12.152 12.897 12.099
H 10.049 16.693 12.522
H 9.877 16.678 10.436
H 12.951 10.243 17.738
H 16.681 11.968 7.966
H 15.502 15.778 11.283
H 11.879 14.061 13.407
H 12.942 11.337 11.469
H 14.335 15.789 16.215
H 14.502 9.508 17.362
H 12.537 15.591 12.928
H 13.962 13.464 6.033
H 16.705 15.045 8.414
H 14.316 12.375 18.711
H 15.206 14.607 12.561
H 13.989 10.616 10.006
H 13.204 14.691 14.378
H 16.080 12.392 6.352
```

***

2.
Entry from the OMol25 dataset: a structure of composition C35H44As2IrN3Si at a distorted geometry (the ωB97M-V functional and the def2-TZVPD basis).

- E: -173857.943 eV
- LUMO energy (spin up / spin down): -7.17 / -7.16 eV
- Net charge: +2
- Energy relative to the best compared isomer or geometry (same formula, charge and spin): 16.7 kcal per mole

Geometry as XYZ:
```
86
C35H44As2IrN3Si (the ωB97M-V functional and the def2-TZVPD basis)
Ir 0.516 0.507 -0.476
As 2.962 0.758 -0.798
As 0.451 2.730 -1.129
Si -2.360 -1.369 -0.466
N -0.134 -2.829 -1.256
N 0.876 0.744 1.545
N -0.915 4.027 4.483
C -0.336 3.125 4.064
C -5.687 -1.928 -2.815
C -2.380 -2.268 3.598
C -1.564 -2.999 -1.078
C 3.518 0.876 -2.632
C 1.054 1.067 4.286
C 0.677 -2.486 -0.182
C 2.163 4.735 0.090
C 2.128 -2.925 -0.400
C 1.614 -3.735 -2.710
C -4.091 -1.543 -1.025
C 1.561 -0.132 2.297
C -4.382 -1.739 -2.384
C 2.168 -4.138 -1.329
C -2.265 -2.402 2.215
C 3.187 2.564 -0.170
C -6.464 -1.711 -0.544
C 4.410 4.355 0.877
C 0.285 1.782 2.142
C -2.289 -1.279 1.376
C -2.458 -0.018 1.974
C -5.151 -1.522 -0.111
C -2.552 -1.007 4.164
C 1.663 -0.007 3.665
C 0.512 -2.660 -2.546
C 2.091 3.415 -0.347
C -0.879 3.925 -0.460
C -6.727 -1.921 -1.890
C 3.325 5.204 0.701
C -2.603 0.121 3.352
C -1.373 -0.016 -1.242
C 4.454 -0.166 -0.032
C 4.343 3.034 0.439
C 0.519 3.161 -2.990
C 0.358 1.977 3.504
H 5.356 0.350 -0.351
H 2.226 -0.738 4.228
H 2.583 -3.137 0.568
H 2.731 1.272 -3.261
H 0.625 -1.291 -0.094
H -1.830 -3.729 -0.300
H 1.184 2.499 -3.530
H -0.791 4.059 0.614
H 4.483 -1.177 -0.413
H 0.872 4.187 -3.052
H 0.239 -2.875 0.737
H -3.584 -1.741 -3.127
H -0.256 2.471 1.518
H 2.404 -3.332 -3.348
H 1.201 -4.604 -3.218
H -5.898 -2.081 -3.869
H -2.525 0.879 1.351
H -0.735 4.872 -0.973
H -0.483 3.085 -3.408
H -2.015 -3.292 -2.030
H -2.008 0.877 -1.181
H 3.791 -0.115 -2.989
H 3.181 -4.532 -1.412
H 0.968 -1.654 -2.552
H 2.039 -0.948 1.773
H -1.862 3.529 -0.701
H -7.280 -1.696 0.172
H -0.233 -2.690 -3.339
H 4.394 -0.181 1.053
H -1.237 -0.183 -2.325
H -4.964 -1.362 0.950
H 1.559 -4.935 -0.899
H -2.784 1.100 3.789
H 3.375 6.231 1.045
H 4.384 1.530 -2.655
H 1.108 1.200 5.361
H -2.368 -3.152 4.230
H -7.746 -2.084 -2.224
H -2.188 -3.406 1.806
H -2.672 -0.907 5.239
H 1.327 5.412 -0.034
H 5.313 4.718 1.358
H 2.690 -2.118 -0.851
H 5.199 2.387 0.584
```

***

3.
Entry from the OMol25 dataset: the molecule C5H8O2 at a distorted geometry (the ωB97M-V functional and the def2-TZVPD basis).

- E: -9407.336 eV
- SMILES string: OC1(O)CC=CC1
- LUMO energy: 0.70 eV
- Net charge: 0
- Energy relative to the best compared isomer or geometry (same formula, charge and spin): 57.6 kcal per mole

Geometry as XYZ:
```
15
C5H8O2 (the ωB97M-V functional and the def2-TZVPD basis)
O 1.739 0.141 -1.261
O 1.774 0.123 1.050
C 0.065 -1.256 -0.098
C -1.641 0.514 0.073
C 0.924 -0.004 -0.070
C -0.332 1.361 0.091
C -1.399 -0.808 0.107
H 1.743 1.105 -1.516
H 0.047 -1.822 -0.978
H -2.580 0.937 -0.122
H 2.617 0.758 0.922
H -0.058 1.758 1.194
H -0.236 2.196 -0.614
H 0.248 -1.950 0.725
H -2.214 -1.540 0.298
```

***

4.
Entry from the OMol25 dataset: the molecule C4H8N2S at a distorted geometry (the ωB97M-V functional and the def2-TZVPD basis).

- E: -18091.270 eV
- SMILES string: C/C=N/N(C)C=S
- LUMO energy: 0.66 eV
- Net charge: 0
- Energy relative to the best compared isomer or geometry (same formula, charge and spin): 57.0 kcal per mole

Geometry as XYZ:
```
15
C4H8N2S (the ωB97M-V functional and the def2-TZVPD basis)
S 1.065 1.804 -1.790
N -0.586 -0.040 0.150
N 0.305 -0.522 -0.784
C 1.009 0.175 -1.703
C -0.089 0.865 0.882
C 0.195 -1.947 -0.977
C -0.993 1.345 2.036
H 0.902 1.349 0.832
H -0.833 -2.222 -1.302
H 0.432 -2.481 -0.050
H 0.776 -2.304 -1.848
H -0.597 1.145 3.041
H -1.188 2.436 2.128
H -1.916 0.782 1.888
H 1.517 -0.386 -2.504
```